(1)
Molecular formula: C3H8O3S2
Method: DFT, wB97M-V/def2-TZVPD

relative energy (zero: lowest compared OMol25 entry of this formula, charge and spin): 45.56 kcal/mol
DFT total energy: -31052.35097 eV
SMILES: O=C(O)CCSS.O
multiplicity: 1
E_HOMO: -9.151 eV
Kohn-Sham gap: 9.3 eV

```
16
C3H8O3S2 (wB97M-V/def2-TZVPD)
O 0.930 0.023 -3.045
C 0.823 0.475 -1.874
O 0.819 1.948 -1.845
C 0.370 -0.074 -0.615
C 1.284 -1.196 0.001
S 0.722 -2.526 1.174
S -1.294 -2.254 1.035
H 1.102 2.257 -2.790
H 0.092 0.686 0.176
H -0.614 -0.429 -0.582
H 1.912 -0.648 0.589
H 1.987 -1.608 -0.775
H -1.694 -1.148 1.910
O -1.950 1.176 2.181
H -1.721 1.986 2.652
H -2.769 1.332 1.808
```

---

(2)
Molecular formula: C3H8O4P2S2
Method: DFT, wB97M-V/def2-TZVPD

relative energy (zero: lowest compared OMol25 entry of this formula, charge and spin): 0.00 kcal/mol
DFT total energy: -51682.06683 eV
SMILES: CO[P@]([O-])(=S)C[P@@]([O-])(=S)OC
multiplicity: 1
E_HOMO: -1.044 eV
net charge: -2
Kohn-Sham gap: 6.6 eV

```
19
C3H8O4P2S2 (wB97M-V/def2-TZVPD)
C -2.315 -0.389 -0.923
O -2.521 -0.134 0.450
P -1.971 1.198 1.154
O -2.051 0.876 2.594
S -2.880 2.734 0.290
C 0.157 1.202 0.481
P 0.804 -0.310 -0.284
O 0.424 -1.600 0.328
S 0.965 -0.248 -2.246
O 2.408 0.057 0.158
C 3.131 -1.123 0.107
H -3.093 -0.966 -1.137
H -1.423 -0.896 -1.071
H -2.449 0.561 -1.476
H 0.905 1.304 1.250
H 0.051 2.158 -0.038
H 2.543 -1.961 0.394
H 4.019 -0.964 0.785
H 3.297 -1.500 -0.816
```

---

(3)
Molecular formula: C3H8O7
Method: DFT, wB97M-V/def2-TZVPD

relative energy (zero: lowest compared OMol25 entry of this formula, charge and spin): 0.00 kcal/mol
DFT total energy: -17573.06601 eV
SMILES: OC(O)C(O)(O)C(O)(O)O
multiplicity: 1
E_HOMO: -10.633 eV
Kohn-Sham gap: 11.0 eV

```
18
C3H8O7 (wB97M-V/def2-TZVPD)
O -0.342 2.191 0.396
C -0.988 1.077 -0.182
O -2.391 1.137 0.267
C -0.479 -0.310 0.261
O -1.285 -1.346 -0.290
O -0.536 -0.422 1.674
C 1.053 -0.470 -0.317
O 1.816 0.708 -0.275
O 1.698 -1.423 0.495
O 1.061 -0.949 -1.638
H 0.581 1.937 0.587
H -1.015 1.173 -1.269
H -2.326 1.075 1.239
H -2.202 -1.100 -0.060
H 0.293 -0.879 1.927
H 2.323 0.678 -1.105
H 2.516 -1.628 0.011
H 0.223 -1.449 -1.720
```

---

(4)
Molecular formula: C3H8OS
Method: DFT, wB97M-V/def2-TZVPD

relative energy (zero: lowest compared OMol25 entry of this formula, charge and spin): 21.04 kcal/mol
DFT total energy: -16122.32519 eV
SMILES: C[C@H](S)CO
multiplicity: 1
E_HOMO: -9.719 eV
Kohn-Sham gap: 10.5 eV

```
13
C3H8OS (wB97M-V/def2-TZVPD)
C -0.869 -1.614 0.349
C -0.107 -0.526 -0.335
S 1.212 -0.045 0.833
C -1.048 0.618 -0.702
O -0.246 1.646 -1.199
H -1.878 -1.743 -0.108
H -0.322 -2.579 0.379
H -1.055 -1.306 1.425
H 0.514 -0.868 -1.151
H 0.212 0.533 1.586
H -1.775 0.178 -1.463
H -1.542 0.950 0.164
H 0.578 1.515 -0.449
```

---

(5)
Molecular formula: C3H8OS
Method: DFT, wB97M-V/def2-TZVPD

relative energy (zero: lowest compared OMol25 entry of this formula, charge and spin): 22.74 kcal/mol
DFT total energy: -16122.25149 eV
SMILES: C=O.CCS
multiplicity: 1
E_HOMO: -9.057 eV
Kohn-Sham gap: 9.8 eV

```
13
C3H8OS (wB97M-V/def2-TZVPD)
C 0.484 4.829 -1.809
O 0.539 4.708 -0.611
H 1.334 4.523 -2.429
H -0.431 5.249 -2.261
C -1.613 -2.300 1.534
C -0.233 -1.789 1.281
S 0.560 -2.486 -0.185
H -2.052 -1.951 2.479
H -1.689 -3.387 1.534
H -2.399 -1.963 0.847
H -0.199 -0.696 1.278
H 0.450 -1.975 2.108
H -0.150 -1.847 -1.133
```

---

(6)
Molecular formula: C3H8OS
Method: DFT, wB97M-V/def2-TZVPD

relative energy (zero: lowest compared OMol25 entry of this formula, charge and spin): 8.56 kcal/mol
DFT total energy: -16122.86639 eV
SMILES: OCCCS
multiplicity: 1
E_HOMO: -9.153 eV
Kohn-Sham gap: 10.0 eV

```
13
C3H8OS (wB97M-V/def2-TZVPD)
O 2.412 -0.521 -0.064
C 1.007 -0.798 -0.269
C 0.229 0.438 0.199
C -1.171 0.628 -0.394
S -2.301 -0.707 -0.049
H 2.408 0.013 0.700
H 0.929 -0.915 -1.337
H 0.677 -1.709 0.251
H 0.787 1.274 -0.092
H 0.197 0.521 1.275
H -1.582 1.584 0.013
H -1.063 0.684 -1.469
H -2.529 -0.493 1.235
```

---

(7)
Molecular formula: C3H8OS
Method: DFT, wB97M-V/def2-TZVPD

relative energy (zero: lowest compared OMol25 entry of this formula, charge and spin): 104.32 kcal/mol
DFT total energy: -16118.71384 eV
multiplicity: 1
E_HOMO (spin up / spin down): -8.901 / -7.651 eV
Kohn-Sham gap (spin up / spin down): 9.0 / 7.6 eV

```
13
C3H8OS (wB97M-V/def2-TZVPD)
C 1.536 1.206 0.467
C -0.361 -1.185 -0.673
C -0.878 0.232 -0.719
O -0.067 -1.409 0.697
S -2.274 0.548 0.162
H 1.520 0.855 1.504
H 2.323 1.023 -0.337
H 1.125 2.204 0.554
H 0.552 -1.280 -1.371
H -1.060 -1.958 -1.123
H -0.943 0.672 -1.638
H 0.416 -0.663 1.115
H -1.889 -0.245 1.362
```

---

(8)
Molecular formula: C3H8OS
Method: DFT, wB97M-V/def2-TZVPD

relative energy (zero: lowest compared OMol25 entry of this formula, charge and spin): 25.34 kcal/mol
DFT total energy: -16122.13862 eV
SMILES: C=O.CSC
multiplicity: 1
E_HOMO: -8.390 eV
Kohn-Sham gap: 9.1 eV

```
13
C3H8OS (wB97M-V/def2-TZVPD)
C -2.457 1.631 1.299
O -1.427 1.791 1.895
H -3.230 0.933 1.657
H -2.672 2.191 0.375
C 0.035 0.404 -0.669
S 0.687 -1.232 -1.121
C 2.189 -1.286 -0.147
H 0.555 1.255 -1.114
H 0.088 0.513 0.405
H -0.958 0.415 -1.121
H 1.883 -1.537 0.870
H 2.808 -2.034 -0.639
H 2.807 -0.395 -0.032
```

---

(9)
Molecular formula: C3H8OS2
Method: DFT, wB97M-V/def2-TZVPD

relative energy (zero: lowest compared OMol25 entry of this formula, charge and spin): 24.32 kcal/mol
DFT total energy: -26957.55406 eV
SMILES: OCCCSS
multiplicity: 1
E_HOMO: -9.017 eV
Kohn-Sham gap: 9.4 eV

```
14
C3H8OS2 (wB97M-V/def2-TZVPD)
O 1.211 -3.589 0.440
C 1.426 -2.154 0.295
C 0.152 -1.402 -0.038
C 0.374 0.034 -0.365
S -1.259 0.902 -0.367
S -0.458 2.680 0.274
H 0.836 -4.090 -0.353
H 2.108 -1.939 -0.501
H 2.003 -1.808 1.220
H -0.554 -1.689 0.789
H -0.456 -1.904 -0.782
H 0.747 0.191 -1.374
H 1.040 0.483 0.401
H 0.348 3.282 -0.801
```

---

(10)
Molecular formula: C3H8OSi
Method: DFT, wB97M-V/def2-TZVPD

relative energy (zero: lowest compared OMol25 entry of this formula, charge and spin): 47.08 kcal/mol
DFT total energy: -13163.98677 eV
multiplicity: 1
E_HOMO: -8.042 eV
Kohn-Sham gap: 8.5 eV

```
13
C3H8OSi (wB97M-V/def2-TZVPD)
C 1.733 -0.333 1.167
C 1.975 1.034 1.059
C -1.734 -1.043 -1.459
O -1.552 1.125 0.394
Si -1.673 -0.471 0.337
H 0.859 -0.866 1.139
H 2.685 -0.881 1.391
H 3.021 1.200 1.038
H 1.272 1.779 0.790
H -1.434 -0.219 -2.117
H -0.931 -1.726 -1.565
H -2.751 -1.426 -1.889
H -1.469 1.827 -0.285
```

---

(11)
Molecular formula: C3H8P2
Method: DFT, wB97M-V/def2-TZVPD

relative energy (zero: lowest compared OMol25 entry of this formula, charge and spin): 36.82 kcal/mol
DFT total energy: -21815.16904 eV
SMILES: [H]/P=C/PCC
multiplicity: 1
E_HOMO: -9.265 eV
Kohn-Sham gap: 9.3 eV

```
13
C3H8P2 (wB97M-V/def2-TZVPD)
H 4.208 -0.578 0.289
P 3.001 -0.401 -0.447
C 1.972 0.620 0.394
P 0.197 1.146 -0.617
C -0.614 -0.382 -0.110
C -2.120 -0.491 -0.423
H 2.041 1.160 1.310
H -0.488 1.931 0.530
H 0.027 -1.095 -0.593
H -0.661 -0.588 0.939
H -2.609 -1.390 0.212
H -2.617 0.418 0.018
H -2.337 -0.350 -1.503
```

---

(12)
Molecular formula: C3H8S
Method: DFT, wB97M-V/def2-TZVPD

relative energy (zero: lowest compared OMol25 entry of this formula, charge and spin): 21.41 kcal/mol
DFT total energy: -14074.99325 eV
SMILES: CCSC
multiplicity: 1
E_HOMO: -8.366 eV
Kohn-Sham gap: 9.4 eV

```
12
C3H8S (wB97M-V/def2-TZVPD)
C 0.124 -1.917 -0.564
C -0.633 -0.788 0.166
S -0.341 0.887 -0.279
C 1.009 1.114 0.818
H 0.497 -1.616 -1.542
H -0.621 -2.751 -0.647
H 1.024 -2.127 0.145
H -0.722 -0.728 1.230
H -1.578 -0.810 -0.335
H 1.956 0.560 0.566
H 0.622 0.683 1.710
H 1.279 2.142 0.816
```

---

(13)
Molecular formula: C3H8S
Method: DFT, wB97M-V/def2-TZVPD

relative energy (zero: lowest compared OMol25 entry of this formula, charge and spin): 19.07 kcal/mol
DFT total energy: -14075.09438 eV
SMILES: C=CC.S
multiplicity: 1
E_HOMO: -9.723 eV
Kohn-Sham gap: 10.7 eV

```
12
C3H8S (wB97M-V/def2-TZVPD)
C -1.378 0.055 -0.280
C -0.736 -1.022 0.145
C 0.384 -0.945 1.130
H -2.169 0.068 -1.016
H -1.070 1.035 0.087
H -1.028 -2.010 -0.208
H 1.317 -1.319 0.699
H 0.537 0.095 1.420
H 0.188 -1.575 2.003
S 1.789 2.203 -1.540
H 0.636 2.519 -0.944
H 1.530 0.896 -1.497
```

---

(14)
Molecular formula: C3H8S
Method: DFT, wB97M-V/def2-TZVPD

relative energy (zero: lowest compared OMol25 entry of this formula, charge and spin): 83.95 kcal/mol
DFT total energy: -14072.28098 eV
multiplicity: 1
E_HOMO: -8.482 eV
Kohn-Sham gap: 8.7 eV

```
12
C3H8S (wB97M-V/def2-TZVPD)
C -1.345 0.033 -0.332
C 0.088 0.528 -0.001
C 1.124 -0.499 -0.137
S 2.846 0.055 -0.086
H -1.236 -0.265 -1.459
H -1.712 -0.767 0.384
H -1.991 0.968 -0.262
H 0.120 1.025 0.898
H 0.360 1.361 -0.655
H 0.843 -1.891 1.197
H 1.137 -1.239 -0.961
H 2.652 1.274 0.514
```

---

(15)
Molecular formula: C3H8S
Method: DFT, wB97M-V/def2-TZVPD

relative energy (zero: lowest compared OMol25 entry of this formula, charge and spin): 20.12 kcal/mol
DFT total energy: -14075.04912 eV
SMILES: CCCS
multiplicity: 1
E_HOMO: -8.924 eV
Kohn-Sham gap: 9.9 eV

```
12
C3H8S (wB97M-V/def2-TZVPD)
C -1.774 -0.675 0.103
C -1.128 0.607 -0.299
C 0.231 0.862 0.295
S 1.352 -0.389 -0.068
H -2.729 -0.968 -0.370
H -1.925 -0.683 1.222
H -1.176 -1.590 -0.030
H -1.053 0.493 -1.389
H -1.855 1.450 -0.017
H 0.508 1.815 -0.151
H 0.176 0.751 1.311
H 2.446 0.187 -0.082
```

---

(16)
Molecular formula: C3H8S2
Method: DFT, wB97M-V/def2-TZVPD

relative energy (zero: lowest compared OMol25 entry of this formula, charge and spin): 69.95 kcal/mol
DFT total energy: -24908.36387 eV
multiplicity: 1
E_HOMO: -9.323 eV
Kohn-Sham gap: 6.9 eV

```
13
C3H8S2 (wB97M-V/def2-TZVPD)
C -0.738 0.383 -0.696
C -1.003 -0.990 -1.351
C 0.639 0.330 0.003
S 0.690 -0.994 1.231
S 1.408 0.884 2.950
H -1.470 0.492 0.111
H -0.836 1.306 -1.265
H -1.758 -1.444 -0.697
H -1.593 -0.946 -2.265
H -0.147 -1.657 -1.310
H 0.944 1.156 0.636
H 1.325 0.068 -0.807
H 2.539 1.412 3.462
```